No. 1
{"formula": "C3H5LiNaO3", "method": "wB97M-V/def2-TZVPD", "species": ["Na", "O", "O", "O", "C", "C", "C", "Li", "H", "H", "H", "H", "H"], "xyz": [[-2.24328, 2.63762, -1.43487], [2.94768, 0.70964, 0.37296], [5.21668, 0.31622, 0.10990], [-0.81654, 0.68495, -0.42669], [4.08023, 0.47777, 0.21344], [-1.52133, -0.15981, 0.53270], [-1.30535, -1.51706, -0.11362], [1.00786, 1.06719, 0.43801], [-1.68214, -1.67899, -1.11814], [-1.00584, -0.08941, 1.49429], [-1.44705, -2.37272, 0.56020], [-0.64698, -0.18522, -1.16011], [-2.58393, 0.10982, 0.53195]], "lumo_ev": [-8.1, -8.7], "charge": 2, "multiplicity": 2, "energy_ha": -512.2744, "de_lowest_kj_mol": 78.9}

=====

No. 2
{"formula": "C3H5N", "method": "wB97M-V/def2-TZVPD", "species": ["N", "C", "C", "C", "H", "H", "H", "H", "H"], "xyz": [[1.27194, -1.03475, -1.08955], [-0.36941, 0.09830, 1.03126], [0.34661, 0.44578, -0.20188], [0.25092, -0.37647, -1.39937], [-1.21942, 0.80622, 1.27394], [0.08876, 0.15568, 1.93461], [-1.05639, -0.71976, 1.00751], [-0.31403, -0.56951, -2.24132], [1.00101, 1.19452, -0.31520]], "lumo_ev": 0.9, "energy_ha": -171.9274, "de_lowest_kj_mol": 335.2}

=====

No. 3
{"formula": "C3H5N", "method": "wB97M-V/def2-TZVPD", "species": ["N", "C", "C", "C", "H", "H", "H", "H", "H"], "xyz": [[-1.23328, 3.14674, -0.17856], [0.24278, -1.90153, 0.15338], [-0.37012, 2.67635, 0.40136], [0.08042, -0.77371, -0.52713], [-0.62477, -2.36233, 0.74304], [1.01769, -0.57793, -1.20379], [0.53110, 2.48542, 0.94041], [-0.85584, -0.24336, -0.54096], [1.21201, -2.44966, 0.21225]], "lumo_ev": 1.1, "energy_ha": -171.9861, "de_lowest_kj_mol": 181.1, "smiles": "C#N.C=C"}

=====

No. 4
{"formula": "C3H5N", "method": "wB97M-V/def2-TZVPD", "species": ["N", "C", "C", "C", "H", "H", "H", "H", "H"], "xyz": [[1.26822, -0.61684, -0.14426], [0.39509, 0.56217, -0.04795], [-1.04648, 0.22281, 0.04904], [-2.11131, -0.35985, -0.12565], [0.60373, 1.24680, 0.85064], [2.25783, -0.39858, -0.23551], [0.73837, 1.18289, -0.92193], [1.08803, -1.23573, 0.69029], [-3.19349, -0.60368, -0.11469]], "lumo_ev": 1.1, "energy_ha": -171.9699, "de_lowest_kj_mol": 223.5, "smiles": "C#CCN"}

=====

No. 5
{"formula": "C3H5N", "method": "wB97M-V/def2-TZVPD", "species": ["N", "C", "C", "C", "H", "H", "H", "H", "H"], "xyz": [[1.47479, 1.23051, 0.59744], [0.21902, -0.62653, -0.25071], [0.33668, 0.71282, 0.31107], [-0.99924, -1.09097, -0.45128], [-1.04348, -2.06605, -0.72577], [1.22054, 2.21331, 0.79976], [-0.59554, 1.23060, 0.42851], [-1.78737, -0.36870, -0.50876], [1.17460, -1.23499, -0.20026]], "lumo_ev": 0.8, "energy_ha": -172.0058, "de_lowest_kj_mol": 129.3, "smiles": "[H]/N=C/C=C"}

=====

No. 6
{"formula": "C3H5N", "method": "wB97M-V/def2-TZVPD", "species": ["N", "C", "C", "C", "H", "H", "H", "H", "H"], "xyz": [[2.25115, -0.04800, -0.00294], [-0.62970, -0.92172, -0.02607], [-0.68989, 0.63151, 0.00381], [0.56277, -0.06611, 0.17253], [-1.19124, 1.22259, 0.89243], [-0.63744, -1.38895, -1.01440], [2.41043, 0.99810, 0.25409], [-1.16780, -1.45203, 0.74701], [-0.90827, 1.02462, -1.02646]], "lumo_ev": [-0.1, -0.3], "energy_ha": -171.8643, "de_lowest_kj_mol": 501.0, "smiles": "N=C1CC1"}

=====

No. 7
{"formula": "C3H5N2", "method": "wB97M-V/def2-TZVPD", "species": ["N", "N", "C", "C", "C", "H", "H", "H", "H", "H"], "xyz": [[-0.49405, -0.68192, -0.70784], [-0.44268, 1.33968, 0.59320], [0.59316, 0.47289, 0.91068], [-1.08486, 0.89222, -0.37797], [0.57822, -0.78111, 0.14779], [1.44370, 0.87415, 1.56269], [-1.93530, 1.33300, -0.90320], [-0.98947, -1.25914, -1.41955], [0.78172, -1.79943, 0.44542], [1.54957, -0.39034, -0.25121]], "lumo_ev": -6.5, "charge": 1, "energy_ha": -226.4404, "de_lowest_kj_mol": 399.0, "smiles": "C1=NC=[NH+]C1"}

=====

No. 8
{"formula": "C3H5N2", "method": "wB97M-V/def2-TZVPD", "species": ["N", "N", "C", "C", "C", "H", "H", "H", "H", "H"], "xyz": [[-0.11847, -0.43099, -0.22133], [2.03486, 0.56199, -0.54373], [0.01315, 0.98668, 0.62382], [1.45063, 1.40942, 0.38843], [1.28097, -0.41012, -0.79342], [-0.38532, 1.90836, 0.12193], [-0.26163, 1.02732, 1.72239], [-0.35594, -1.19232, 0.49190], [1.48343, -1.34867, -1.37338], [-0.99734, -0.50739, -0.85132]], "lumo_ev": [-6.4, -6.4], "charge": 1, "energy_ha": -226.3669, "de_lowest_kj_mol": 591.9}

=====

No. 9
{"formula": "C3H5N2", "method": "wB97M-V/def2-TZVPD", "species": ["N", "N", "C", "C", "C", "H", "H", "H", "H", "H"], "xyz": [[1.30693, -0.11766, -0.35858], [-0.99242, 0.49114, 0.29728], [-0.02410, -0.19005, -0.60097], [-0.90677, -0.99658, 0.24410], [2.22089, 0.08556, 0.30542], [3.20720, 0.15466, 0.82636], [-0.76998, 1.04716, 1.18277], [-1.88687, 0.86075, -0.00448], [-0.33848, -0.04813, -1.62791], [-1.81640, -1.28686, -0.26401]], "lumo_ev": [-5.8, -5.8], "charge": 1, "energy_ha": -226.3475, "de_lowest_kj_mol": 642.9}

=====

No. 10
{"formula": "C3H5N2O", "method": "wB97M-V/def2-TZVPD", "species": ["O", "N", "N", "C", "C", "C", "H", "H", "H", "H", "H"], "xyz": [[2.66238, 1.27598, 0.08922], [1.44290, -2.69032, 0.05556], [1.70503, 0.69915, -0.57335], [0.93183, -1.69381, 0.32318], [0.52066, -0.33058, 0.51821], [-0.80872, 0.09390, -0.07486], [-1.55023, -0.73895, 0.05280], [-0.99738, 1.13998, 0.30251], [2.26000, -0.11390, -1.22980], [-0.56428, 0.25305, -1.17247], [0.89543, 0.12593, 1.46901]], "lumo_ev": [4.3, 4.3], "charge": -1, "energy_ha": -301.9529, "de_lowest_kj_mol": 136.3}